(1)
{
  "formula": "C2H6NO2P",
  "method": "ωB97M-V with the def2-TZVPD basis set",
  "de_lowest_kj_mol": 373.3,
  "e_homo_ev": [-7.93, -8.75],
  "spin_multiplicity": 1,
  "symbols": ["C", "C", "N", "O", "O", "P", "H", "H", "H", "H", "H", "H"],
  "xyz": [[1.01666, -0.98590, -1.05208], [0.36907, 1.09727, 1.13109], [-2.65759, 0.40591, -1.06437], [-3.53573, 0.50397, -0.31920], [-0.43962, -1.38142, 1.36965], [-0.19338, -0.43915, 0.22884], [1.42516, -0.16069, -1.60636], [1.94527, -1.37938, -0.51275], [0.52511, -1.72212, -1.72943], [0.89730, 0.81409, 2.01627], [1.13228, 1.46280, 0.43148], [-0.48454, 1.78463, 1.10685]],
  "atomic_forces_ev_per_a": [[0.9379, -0.8329, 1.0248], [0.2816, -0.2300, -3.1193], [-1.2522, 0.1466, 1.0047], [1.3722, -0.1736, -1.0147], [-0.1598, -0.7320, -0.7762], [-0.0972, 0.3607, 1.5879], [-0.3027, 0.5760, -0.4872], [-1.3906, -0.0711, -0.6533], [0.6109, 0.4434, 0.6210], [-0.4052, -0.0100, 0.8502], [-0.0695, 0.5963, 0.1903], [0.4746, -0.0733, 0.7720]],
  "nbo_charge": [-1.01, -0.96, 0.19, -0.18, -1.01, 1.51, 0.24, 0.25, 0.26, 0.25, 0.22, 0.25]
}

(2)
{
  "formula": "C12H17BN6O2Pd",
  "method": "ωB97M-V with the def2-TZVPD basis set",
  "charge": 2,
  "e_homo_ev": [-16.35, -15.23],
  "spin_multiplicity": 3,
  "symbols": ["C", "N", "N", "C", "C", "B", "N", "N", "C", "C", "C", "Pd", "N", "N", "C", "C", "C", "H", "H", "H", "H", "H", "H", "H", "H", "H", "H", "H", "C", "H", "H", "H", "C", "C", "O", "O", "H", "H", "H"],
  "xyz": [[2.26620, -0.36437, 2.40338], [2.18211, -0.27565, 1.08105], [3.41674, -0.60222, 0.52616], [4.26130, -0.90007, 1.53357], [3.57566, -0.74193, 2.73719], [3.48853, -0.46343, -1.02563], [2.33815, -1.29414, -1.68098], [0.97663, -1.06157, -1.42322], [0.26389, -1.84366, -2.26271], [1.16312, -2.57814, -3.05922], [2.44993, -2.20091, -2.66552], [0.49717, 0.35681, -0.03540], [3.11424, 1.01088, -1.36418], [1.89306, 1.53223, -1.00755], [1.83106, 2.80261, -1.42496], [3.03785, 3.09605, -2.07112], [3.81367, 1.94587, -2.02042], [0.95980, 3.39911, -1.24577], [4.78491, 1.69845, -2.38392], [3.30397, 4.02265, -2.50916], [4.54675, -0.73851, -1.49817], [3.43191, -2.49226, -3.01750], [5.27827, -1.19244, 1.36199], [0.90426, -3.29073, -3.81820], [3.93352, -0.87248, 3.73100], [-0.81773, -1.85307, -2.22883], [1.40455, -0.16378, 3.01168], [-1.30050, 1.11373, -1.50020], [-2.31917, 0.68291, -1.57933], [-2.44361, 0.28111, -2.59509], [-2.43825, -0.10094, -0.82477], [-3.07355, 1.45955, -1.40090], [-2.18976, 1.94563, 1.63453], [-0.76657, 2.26444, 1.98158], [-0.52169, 2.78390, 3.07172], [0.21630, 2.03911, 1.10760], [-2.81619, 2.34516, 2.43242], [-2.36871, 0.86869, 1.60000], [-2.52661, 2.40442, 0.70328]],
  "atomic_forces_ev_per_a": [[0.7149, -0.0251, -0.5624], [0.2123, -0.4288, 0.0562], [-1.4123, 0.1671, -0.4624], [-0.9930, 0.3697, 0.4351], [-0.2784, -0.0269, -0.5121], [0.1749, 0.8220, 0.7956], [-0.0461, -1.1796, -1.3334], [-0.6258, -1.5646, -0.8467], [0.8739, 1.5139, 1.4752], [-0.4109, -0.2821, -0.3984], [0.4634, 1.3715, 1.5119], [0.5351, 1.7191, 0.3716], [-0.3033, -0.3945, 0.0126], [0.1106, 0.6426, -0.4501], [0.5354, -1.0505, 0.0616], [-0.0638, -0.1857, 0.0311], [-1.0212, -0.1153, 0.5286], [-0.1327, 0.2066, 0.0769], [0.4471, 0.1337, -0.1808], [0.1836, 0.6221, -0.2664], [-0.1551, -0.1401, 0.0778], [-0.1993, -0.0890, -0.0070], [0.1939, -0.0199, -0.1700], [-0.0463, -0.2039, -0.1225], [0.3139, -0.1492, 0.3605], [0.1278, -0.0247, -0.0783], [-0.0074, 0.0993, 0.2607], [-0.1437, 0.2256, -0.0851], [0.0864, -0.1979, -0.0370], [0.0869, 0.0705, 0.3932], [-0.1736, -0.0304, -0.1631], [0.4107, -0.1633, -0.0221], [-0.3809, 0.1012, 0.0748], [-0.7799, 0.7456, 2.2437], [0.3735, -0.9078, -2.3434], [0.8949, -1.3528, -0.5809], [0.0450, -0.1142, -0.0210], [0.0993, -0.0932, -0.0875], [0.2904, -0.0706, -0.0366]],
  "nbo_charge": [0.04, -0.30, -0.33, 0.06, -0.28, 0.53, -0.24, -0.28, 0.03, -0.09, 0.08, 1.34, -0.30, -0.27, 0.04, -0.24, 0.05, 0.26, 0.26, 0.27, 0.02, 0.28, 0.26, 0.28, 0.27, 0.27, 0.25, 0.16, -0.85, 0.25, 0.21, 0.27, -0.75, 0.76, -0.42, -0.68, 0.28, 0.23, 0.25]
}

(3)
{
  "formula": "C3H5LiO3Pt",
  "method": "ωB97M-V with the def2-TZVPD basis set",
  "charge": 2,
  "e_homo_ev": [-18.31, -19.64],
  "spin_multiplicity": 3,
  "symbols": ["H", "O", "C", "C", "O", "C", "O", "Li", "Pt", "H", "H", "H", "H"],
  "xyz": [[-1.41101, -1.52504, 2.20155], [-0.18289, -0.11115, -1.59920], [0.11087, 0.96048, -0.73466], [0.68665, 0.58527, 0.61664], [-0.28518, 0.02940, 1.54243], [-0.53464, -1.23190, 1.58342], [-0.24106, -2.06306, 0.72135], [-0.91414, 0.52113, -3.15402], [0.12125, -1.74824, -1.08163], [-0.79049, 1.57440, -0.56366], [0.87172, 1.61959, -1.18948], [1.03023, 1.49445, 1.11968], [1.53871, -0.10535, 0.53757]],
  "atomic_forces_ev_per_a": [[1.1275, 0.2799, 0.7424], [-0.8882, 5.4684, -2.6408], [0.3219, 1.9217, 1.3207], [0.7025, -0.1192, 0.1836], [0.2438, -0.3116, 0.2647], [-3.0524, 0.5488, -0.0626], [0.5040, -1.6223, 3.4888], [-0.3417, 0.2168, -0.7812], [1.7436, -5.9263, -2.0510], [0.0753, -0.2973, -0.2165], [-0.2077, -0.2997, -0.0878], [-0.0925, -0.1236, -0.1737], [-0.1358, 0.2644, 0.0135]],
  "nbo_charge": [0.23, -0.76, -0.16, -0.15, -0.40, 0.72, -0.66, 0.99, 1.19, 0.24, 0.25, 0.28, 0.23]
}

(4)
{
  "formula": "C25H9BF9N4O4",
  "method": "ωB97M-V with the def2-TZVPD basis set",
  "charge": -1,
  "de_lowest_kj_mol": 1.1,
  "e_homo_ev": -4.33,
  "spin_multiplicity": 1,
  "symbols": ["N", "C", "C", "C", "C", "N", "O", "O", "C", "C", "N", "O", "O", "N", "C", "H", "H", "F", "C", "C", "C", "F", "C", "B", "C", "C", "F", "C", "C", "F", "C", "C", "F", "C", "C", "F", "C", "C", "F", "C", "C", "F", "H", "C", "F", "C", "H", "H", "H", "H", "H", "H"],
  "xyz": [[-1.35214, -4.40705, 3.76723], [-0.94157, -3.30702, 3.69292], [-0.39437, -1.98816, 3.52012], [0.94019, -1.71943, 3.16833], [1.37171, -0.43290, 2.88810], [2.76458, -0.22389, 2.78338], [3.52105, -1.22826, 2.81632], [3.22301, 0.92965, 2.67180], [0.51040, 0.79820, 2.73267], [-0.80279, 0.41604, 3.25193], [-1.90807, 1.26726, 3.37144], [-2.11282, 2.43222, 3.19078], [-3.03167, 0.32523, 3.49129], [-2.60287, -0.96939, 3.72944], [-1.23971, -0.86661, 3.56482], [1.63549, -2.55420, 3.11810], [0.87976, 1.66668, 3.27337], [1.58804, 7.80628, 1.10849], [1.30220, 6.46210, 0.98829], [0.12752, 6.06183, 0.37386], [-0.09892, 4.71249, 0.19837], [-1.33026, 4.35147, -0.30679], [0.83830, 3.71381, 0.53794], [0.79575, 2.32619, -0.12452], [-0.41331, 1.84022, -0.93564], [-1.62004, 1.24107, -0.54163], [-1.82714, 0.98388, 0.78356], [-2.61856, 0.87440, -1.42472], [-2.41988, 1.12631, -2.76939], [-3.38023, 0.73018, -3.67108], [-1.26045, 1.73895, -3.22874], [-0.30416, 2.09642, -2.30188], [0.79562, 2.77400, -2.76255], [2.10553, 1.55807, -0.40520], [2.24556, 0.16186, -0.34992], [1.17810, -0.59325, 0.05950], [3.38564, -0.51198, -0.76263], [4.38087, 0.23149, -1.38871], [5.47108, -0.42473, -1.91585], [4.26094, 1.60472, -1.58281], [3.12960, 2.22302, -1.08568], [3.03051, 3.56873, -1.33476], [0.52625, 1.20338, 1.75892], [1.98589, 4.19339, 1.19092], [2.92402, 3.31065, 1.61074], [2.24656, 5.53079, 1.44343], [-0.62140, 6.77350, 0.05723], [-3.50094, 0.35481, -1.06325], [-1.09016, 1.91629, -4.28053], [3.45982, -1.58991, -0.63431], [5.00069, 2.17585, -2.12003], [3.14461, 5.81600, 1.97252]],
  "atomic_forces_ev_per_a": [[0.8426, 2.4137, -0.0198], [-0.2041, -1.7907, -0.1634], [1.1967, -0.9868, -0.1449], [-1.0881, -0.4013, 0.2692], [1.2461, 0.5972, 0.0746], [0.5544, -0.8829, 0.0469], [-0.3695, 0.9001, -0.0936], [-0.6503, -0.6757, -0.0164], [0.7646, -0.4844, 2.3218], [-2.9790, 2.5170, 0.2747], [1.8777, -4.9719, -0.7521], [-0.2537, 0.9760, -0.0291], [-0.2199, 1.3048, 0.9182], [3.0974, 1.7849, -0.6618], [-3.6794, -0.9137, -0.1288], [0.0296, 0.4050, 0.0479], [0.4247, -0.0234, 0.5304], [-0.4870, -1.4744, 0.0065], [0.8883, 0.0030, 0.0114], [-0.2923, 0.4665, 0.0287], [-0.4791, -0.6440, 0.2729], [1.4952, 0.4993, 0.3614], [-0.2415, 0.5050, -0.1545], [0.2121, 0.1739, 0.7108], [-1.2382, -0.2444, -0.5374], [0.5517, 0.1656, 0.3409], [0.2307, 0.1972, -1.3652], [-0.2711, -0.2911, 0.0625], [0.0269, -0.1357, -0.2858], [0.8568, 0.4066, 0.7428], [-0.3981, -0.1255, -0.4011], [-0.1765, -0.1273, 0.0796], [-0.6676, -0.4967, 0.2988], [0.4315, -0.4514, -0.6748], [-0.2023, 0.1259, -0.2295], [0.9162, 0.7214, -0.2259], [0.0580, -0.1739, -0.0858], [0.0205, -0.1460, -0.2287], [-0.9607, 0.6603, 0.6211], [0.1026, -0.4551, 0.0269], [0.3247, 0.0200, 0.2074], [0.0565, -0.8787, 0.2872], [-0.4811, 0.1151, -1.8121], [0.3109, -0.0504, 0.3249], [-0.7811, 0.8273, -0.4260], [-0.5697, 0.3899, -0.1341], [0.0524, 0.0669, 0.0248], [0.1045, 0.1700, -0.0769], [-0.0929, 0.0636, -0.0244], [0.0264, 0.2791, -0.0828], [0.0973, -0.0222, -0.0251], [-0.0139, 0.0925, -0.1121]],
  "nbo_charge": [-0.40, 0.31, -0.38, -0.05, -0.08, 0.49, -0.50, -0.47, -0.43, 0.03, 0.40, -0.41, -0.22, -0.15, 0.21, 0.25, 0.24, -0.33, 0.46, -0.38, 0.51, -0.32, -0.57, 0.87, -0.51, 0.48, -0.32, -0.35, 0.43, -0.33, -0.37, 0.46, -0.33, -0.54, 0.49, -0.32, -0.35, 0.44, -0.33, -0.40, 0.55, -0.34, 0.21, 0.52, -0.30, -0.37, 0.25, 0.25, 0.24, 0.26, 0.24, 0.25]
}